1.
# C5H7N

A single C5H7N molecule (ωB97M-V/def2-TZVPD, OMol25).

* lowest unoccupied orbital energy: 1.16 eV
* Kohn-Sham gap: 0.377 hartree
* max |F|: 0.051 hartree/bohr
* E_tot: -6783.769 eV
* HOMO energy: -9.10 eV

Each line ends with the Mulliken charge.
Element x y z (Å)
C -1.2138 -0.2832 0.5745  -0.71
C -0.6036 0.7810 -0.2929  -0.13
C -0.4928 -0.6771 -0.6758  -0.14
C 1.0705 -0.5430 -0.5293  -0.55
N 1.4846 0.0831 0.8477  -0.55
C 0.9407 0.8862 -0.1781  -0.22
H -2.2972 -0.3316 0.5145  0.26
H -0.8466 -0.5410 1.5660  0.17
H -1.2009 1.5746 -0.7256  0.42
H -1.0247 -1.1798 -1.4844  0.36
H 1.9523 -1.1216 -0.3157  0.48
H 0.8667 -0.2553 1.5667  0.24
H 1.5060 1.7375 -0.5377  0.39



2.
# C5H7N

A single C5H7N molecule (ωB97M-V/def2-TZVPD, OMol25).

* lowest unoccupied orbital energy: 1.17 eV
* Kohn-Sham gap: 0.372 hartree
* max |F|: 0.007 hartree/bohr
* E_tot: -6786.911 eV
* HOMO energy: -8.96 eV

Each line ends with the Mulliken charge.
Element x y z (Å)
C 1.1525 -0.0285 -0.7081  -0.39
C 0.5753 1.1536 -0.4889  -0.52
C -0.6129 1.0233 0.4120  -0.03
N -1.6984 0.1208 0.0139  -0.60
C -0.6319 -0.4147 0.8400  -0.22
C 0.4875 -1.1317 0.0880  -0.73
H 2.0162 -0.1973 -1.3453  0.37
H 0.9293 2.1081 -0.8679  0.41
H -0.9402 1.8836 0.9905  0.41
H -1.5993 -0.1861 -0.9519  0.29
H -0.9205 -0.7833 1.8225  0.38
H 1.2097 -1.6349 0.7418  0.35
H 0.0373 -1.9128 -0.5397  0.27



3.
# C5H7N

A single C5H7N molecule (ωB97M-V/def2-TZVPD, OMol25).

* lowest unoccupied orbital energy: 1.12 eV
* Kohn-Sham gap: 0.386 hartree
* max |F|: 0.008 hartree/bohr
* E_tot: -6785.315 eV
* HOMO energy: -9.37 eV

Each line ends with the Mulliken charge.
Element x y z (Å)
C 0.5965 -2.0077 -2.2770  0.40
C 0.3889 -1.3888 -1.2654  -1.00
C 0.2261 -0.6957 -0.0037  -0.05
C -1.0727 -0.1815 0.5220  -0.37
N -0.0835 0.7242 -0.0125  -0.33
C 0.6630 1.5254 0.9402  -0.81
H 0.7908 -2.5491 -3.1769  0.42
H 0.9255 -1.0293 0.7654  0.33
H -1.1991 -0.2307 1.6053  0.26
H -1.9847 -0.2881 -0.0596  0.25
H 1.6268 1.7927 0.4962  0.29
H 0.8497 1.0034 1.8953  0.33
H 0.1113 2.4469 1.1495  0.28



4.
# C5H7N

A single C5H7N molecule (ωB97M-V/def2-TZVPD, OMol25).

* lowest unoccupied orbital energy: 0.53 eV
* Kohn-Sham gap: 0.391 hartree
* max |F|: 0.059 hartree/bohr
* E_tot: -6787.026 eV
* HOMO energy: -10.12 eV

Each line ends with the Mulliken charge.
Element x y z (Å)
C -0.6612 -0.6165 1.9630  -0.98
C -0.2919 -0.3920 0.6928  0.58
C -0.3727 -1.5257 -0.2898  0.07
N -0.5672 -2.4451 -0.9963  -0.45
C 0.4082 0.8276 0.0556  -0.27
C 0.4388 0.7478 -1.5095  -1.07
H -0.5638 0.1353 2.6794  0.33
H -1.1569 -1.5514 2.2565  0.29
H 1.5151 0.7705 0.4578  0.20
H -0.0149 1.7839 0.3870  0.36
H 1.2951 0.0722 -1.8776  0.30
H 0.5288 1.8300 -1.8927  0.30
H -0.5575 0.3635 -1.9261  0.34